# 1
Formula: C23H42Cl2N2O4
Source: the Open Molecules 2025 dataset
Level of theory: the ωB97M-V functional and the def2-TZVPD basis

Output
spin multiplicity = 1
SMILES = CCCOCC1=C(/C(Cl)=C(\C)Cl)C(=O)OC1=O.CCN(CC)CC.CCN(CC)CC
Kohn-Sham gap = 6.946 eV
net charge = 0

Positions of all 73 atoms, in Å:
C1 0.8911 1.5067 -1.2913
C2 1.1681 0.1643 -1.9950
C3 1.5033 -0.9919 -1.0482
O1 2.8826 -1.3436 -1.1205
C4 3.1107 -2.7328 -1.1991
C5 4.5803 -2.9518 -1.3743
C6 5.6302 -2.9174 -0.5390
C7 5.6625 -2.6964 0.9061
Cl1 4.3254 -1.7810 1.5190
C8 6.5763 -3.1975 1.7506
C9 7.7263 -4.1078 1.4133
Cl2 6.4399 -2.8590 3.4364
C10 6.8560 -3.1038 -1.3951
O2 7.9912 -2.8374 -1.1755
O3 6.4486 -3.5505 -2.6392
C11 5.0960 -3.2929 -2.7302
O4 4.5064 -3.3576 -3.7598
H1 0.8374 1.3877 -0.2062
H2 1.6615 2.2462 -1.5139
H3 -0.0640 1.9293 -1.6109
H4 2.0147 0.2647 -2.6777
H5 0.3053 -0.1193 -2.6013
H6 0.8885 -1.8728 -1.2683
H7 1.2982 -0.6932 -0.0127
H8 2.7528 -3.2567 -0.3044
H9 2.6030 -3.1418 -2.0806
H10 7.4127 -4.9201 0.7557
H11 8.1243 -4.5344 2.3310
H12 8.5275 -3.5509 0.9307
C12 -3.7568 1.6186 -2.8211
C13 -4.4618 2.4387 -1.7527
N1 -3.6744 3.5710 -1.2955
C14 -4.1925 4.1869 -0.0865
C15 -5.5636 4.8701 -0.1529
C16 -3.2170 4.4823 -2.3319
C17 -4.2759 5.1441 -3.2236
H13 -2.7700 1.3058 -2.4747
H14 -4.3386 0.7243 -3.0479
H15 -3.6329 2.1699 -3.7536
H16 -4.6361 1.8032 -0.8796
H17 -5.4583 2.7253 -2.1258
H18 -3.4494 4.9091 0.2629
H19 -4.2341 3.4041 0.6775
H20 -5.5237 5.8206 -0.6836
H21 -5.9191 5.0760 0.8585
H22 -6.3079 4.2388 -0.6398
H23 -2.5200 3.9390 -2.9742
H24 -2.6177 5.2543 -1.8425
H25 -5.0254 4.4258 -3.5597
H26 -3.7993 5.5598 -4.1133
H27 -4.7937 5.9587 -2.7194
C18 -3.3442 -2.0800 3.2124
C19 -1.8349 -2.1007 3.3979
N2 -1.1051 -1.8754 2.1621
C20 0.3123 -2.1765 2.2643
C21 1.1713 -1.3359 3.2171
C22 -1.4483 -0.6621 1.4366
C23 -1.2860 0.6811 2.1599
H28 -3.6475 -2.7895 2.4413
H29 -3.8335 -2.3564 4.1472
H30 -3.7112 -1.0917 2.9335
H31 -1.5386 -3.0879 3.7638
H32 -1.5662 -1.3865 4.1930
H33 0.7342 -2.1184 1.2576
H34 0.3985 -3.2260 2.5644
H35 1.3577 -0.3319 2.8351
H36 2.1392 -1.8219 3.3488
H37 0.7153 -1.2478 4.2039
H38 -2.4852 -0.7505 1.1047
H39 -0.8526 -0.6542 0.5201
H40 -1.6855 0.6425 3.1747
H41 -1.8330 1.4570 1.6206
H42 -0.2454 0.9980 2.2208

***

# 2
Formula: C23H42Cl2N2O6PSr
Source: the Open Molecules 2025 dataset
Level of theory: the ωB97M-V functional and the def2-TZVPD basis

Output
spin multiplicity = 1
Kohn-Sham gap (spin up / spin down) = 3.936 / 3.948 eV
net charge = -1

Positions of all 77 atoms, in Å:
O1 -4.4637 2.7522 -1.5472
C1 -4.6457 3.6227 -2.3705
C2 -5.2356 3.4402 -3.7486
C3 -5.6203 2.1583 -4.1721
H1 -5.4862 1.3115 -3.4962
C4 -6.1624 1.9798 -5.4490
H2 -6.4525 0.9763 -5.7710
C5 -6.3279 3.0821 -6.3060
H3 -6.7498 2.9390 -7.3030
C6 -5.9500 4.3705 -5.8782
H4 -6.0780 5.2327 -6.5434
C7 -5.4094 4.5415 -4.6009
H5 -5.1079 5.5289 -4.2392
H6 -4.3954 4.6923 -2.1571
C8 1.2937 1.5248 -2.3899
C9 1.7693 0.9052 -1.1775
H7 2.1503 1.8445 -3.0607
H8 0.6378 2.4108 -2.1574
H9 0.6347 0.8064 -2.9531
C10 2.8515 0.7580 -0.4619
C11 4.1932 1.2803 -0.9562
H10 2.9153 0.2646 0.5266
H11 4.0173 1.6822 -1.9714
H12 4.9275 0.4578 -1.0125
H13 4.5424 2.0937 -0.2970
Sr1 -0.1809 -0.1311 -0.0574
Cl1 -0.6541 -2.0794 -2.1842
Cl2 -1.8363 1.9874 -0.7005
H14 -4.9451 -1.2049 -0.1591
H15 -4.5508 -3.7007 -0.1841
C12 -3.8664 -1.0374 -0.2552
C13 -3.4858 -3.4945 -0.3219
N1 -3.1631 -2.2099 0.2606
H16 -3.5720 -0.1239 0.2719
C14 -2.1632 -2.1109 1.1380
O2 -1.8378 -1.0429 1.7022
H17 -2.8845 -4.2476 0.1968
H18 -1.5715 -3.0385 1.3075
H19 -3.6329 -0.9031 -1.3207
H20 -3.2407 -3.4943 -1.3883
H21 1.2906 2.2020 4.9810
H22 -1.3178 2.8172 5.2377
C15 1.1989 2.6167 3.9733
C16 -1.2536 3.1776 4.1922
N2 -0.1682 2.4758 3.5074
H23 1.8514 2.0628 3.2948
C17 -0.3423 1.7259 2.4373
O3 0.6057 1.1011 1.8988
H24 -2.1805 2.9392 3.6410
H25 -1.3409 1.6587 2.0089
H26 1.4803 3.6714 3.9685
H27 -1.0525 4.2658 4.1691
C18 3.9020 -3.7564 -1.8879
C19 2.6436 -3.5258 -1.0785
O4 2.8875 -2.3352 -0.2918
P1 1.9147 -2.1823 1.1079
O5 3.2133 -1.7931 2.0911
C20 4.4084 -2.5693 2.1252
C21 4.0421 -3.8428 2.8570
O6 0.8740 -2.4354 2.4640
C22 1.1104 -1.6100 3.6274
C23 -0.1297 -1.5231 4.4858
H28 4.1182 -2.8952 -2.5440
H29 3.7598 -4.6572 -2.5036
H30 4.7804 -3.9190 -1.2350
H31 1.7479 -3.3714 -1.7029
H32 2.4785 -4.3617 -0.3739
H33 4.7665 -2.7899 1.1119
H34 5.1484 -1.9705 2.6516
H35 3.2544 -4.4057 2.3126
H36 4.9347 -4.4649 2.9609
H37 3.6591 -3.5669 3.8533
H38 1.9278 -2.0864 4.1856
H39 1.4019 -0.5817 3.3542
H40 -0.4521 -2.5125 4.8451
H41 0.1468 -0.9353 5.3768
H42 -0.9709 -1.0183 3.9807

***

The records above yield energy above the lowest of the compared OMol25 structures with the same formula, charge and spin values of 43.41 42.57 kcal/mol, respectively.
The records above yield maximum force values of 0.45 2.99 eV Å⁻¹, respectively.